# 1
ORCA calculation (ωB97M-V/def2-TZVPD) on 2 unconnected molecules or ions with the total composition C4H10N2O2.

CARTESIAN COORDINATES (ANGSTROEM)
O1 0.074 0.115 -1.463
O2 0.675 0.263 2.692
N1 -0.312 -1.605 -0.043
N2 -0.199 1.846 1.364
C1 2.018 1.176 0.839
C2 -1.737 -1.361 -2.049
C3 -0.549 -0.885 -1.191
C4 0.843 1.034 1.774
H1 -2.645 -0.771 -1.948
H2 1.898 1.261 -0.245
H3 0.222 -1.203 0.702
H4 2.514 2.092 1.170
H5 -1.364 -1.441 -3.076
H6 -0.865 -2.446 -0.011
H7 2.702 0.355 1.023
H8 -0.256 2.291 0.465
H9 -1.054 1.692 1.872
H10 -1.966 -2.414 -1.875

The multiplicity is 1. The calculation puts the LUMO energy at 0.0293 Ha. For the HOMO-LUMO gap, the calculation gives 0.393 Ha. As for the total charge: 0.

What are the Löwdin partial charges on each atom? They are as follows, in elementary charge units:
1 O 0.027
2 O 0.035
3 N 0.174
4 N 0.143
5 C -0.025
6 C -0.009
7 C -0.570
8 C -0.608
9 H 0.083
10 H 0.071
11 H 0.078
12 H 0.085
13 H 0.083
14 H 0.094
15 H 0.080
16 H 0.096
17 H 0.100
18 H 0.063

=====

# 2
ORCA calculation (ωB97M-V/def2-TZVPD) on a molecular structure, C16H17NO5RuS.

CARTESIAN COORDINATES (ANGSTROEM)
Ru1 0.319 -0.321 -0.039
S1 1.827 1.617 -0.881
O1 -3.024 -0.073 -2.558
O2 -0.940 -0.144 -1.717
O3 -5.473 1.285 1.796
O4 0.422 0.530 1.924
O5 -0.648 0.887 3.873
N1 -1.727 0.236 0.645
C1 -3.994 0.624 0.116
C2 2.580 -1.791 -0.032
C3 1.542 -2.224 0.800
C4 2.491 -1.906 -1.427
C5 2.724 2.142 0.598
C6 1.327 -2.460 -1.973
C7 0.281 -2.877 -1.164
C8 3.618 -1.470 -2.316
C9 -2.719 0.268 -0.241
C10 -3.157 0.979 2.363
C11 -2.253 -0.016 -1.641
C12 0.370 -2.753 0.230
C13 -4.224 0.961 1.456
C14 -0.639 0.678 2.691
C15 -1.918 0.610 1.903
C16 0.442 2.783 -0.841
H1 1.668 -2.218 1.874
H2 2.147 1.914 1.490
H3 -5.542 1.497 2.739
H4 -4.785 0.653 -0.619
H5 4.350 -0.874 -1.775
H6 -0.234 2.508 -1.647
H7 0.829 3.786 -1.008
H8 3.676 1.616 0.610
H9 1.243 -2.564 -3.048
H10 -0.607 -3.304 -1.610
H11 -3.273 1.287 3.395
H12 -0.411 -3.145 0.866
H13 3.244 -0.894 -3.162
H14 3.496 -1.423 0.415
H15 -0.060 2.730 0.124
H16 2.906 3.212 0.512
H17 4.127 -2.347 -2.720

The multiplicity is 6. Its expectation value of S² is 8.765. The calculation puts the LUMO energy (spin up / spin down) at -0.1123 / -0.2012 Ha. For the HOMO-LUMO gap (spin up / spin down), the calculation gives 0.335 / 0.277 Ha. As for the total charge: +1.

What are the Löwdin partial charges on each atom? They are as follows, in elementary charge units:
1 Ru 1.466
2 S 0.805
3 O 0.139
4 O -0.192
5 O 0.122
6 O -0.198
7 O 0.134
8 N 0.033
9 C 0.110
10 C -0.075
11 C -0.151
12 C -0.282
13 C -0.337
14 C -0.025
15 C -0.070
16 C -0.026
17 C -0.164
18 C 0.099
19 C -0.557
20 C -0.138
21 C -0.257
22 C -0.559
23 C -0.172
24 C -0.346
25 H 0.129
26 H 0.028
27 H 0.136
28 H 0.149
29 H 0.085
30 H 0.042
31 H 0.057
32 H 0.046
33 H 0.139
34 H 0.132
35 H 0.143
36 H 0.127
37 H 0.095
38 H 0.131
39 H 0.042
40 H 0.057
41 H 0.104

=====

# 3
ORCA calculation (ωB97M-V/def2-TZVPD) on a molecular structure, C5H11N2OS.

CARTESIAN COORDINATES (ANGSTROEM)
S1 -1.113 -2.349 -0.591
O1 2.992 -1.166 -0.028
N1 1.008 -0.647 1.033
N2 -0.085 0.308 -0.687
C1 -1.399 -0.184 1.579
C2 -0.826 1.608 -0.700
C3 1.356 0.450 -1.030
C4 -0.270 -0.526 0.575
C5 2.038 -0.490 0.094
H1 -0.207 2.312 -1.075
H2 -0.553 -0.253 -1.316
H3 -2.398 -0.319 1.196
H4 1.734 1.551 -1.112
H5 1.582 0.010 -2.093
H6 1.300 -1.149 1.873
H7 -1.333 0.851 1.839
H8 -1.786 1.521 -1.218
H9 -1.216 -0.731 2.459
H10 -1.026 2.044 0.257
H11 0.203 -2.842 -1.055

The multiplicity is 1. The calculation puts the LUMO energy at -0.1596 Ha. For the HOMO-LUMO gap, the calculation gives 0.334 Ha. As for the total charge: +1.

What are the Löwdin partial charges on each atom? They are as follows, in elementary charge units:
1 S 0.554
2 O 0.185
3 N 0.128
4 N -0.116
5 C -0.015
6 C 0.050
7 C 0.029
8 C -0.447
9 C -0.389
10 H 0.059
11 H 0.033
12 H 0.092
13 H 0.172
14 H 0.183
15 H 0.192
16 H 0.075
17 H 0.136
18 H 0.084
19 H 0.097
20 H -0.102

=====

# 4
ORCA calculation (ωB97M-V/def2-TZVPD) on a single C6H10O molecule.

CARTESIAN COORDINATES (ANGSTROEM)
O1 1.249 -0.281 1.067
C1 0.450 -0.177 -0.109
C2 -0.943 -2.453 -0.363
C3 -1.202 1.216 1.302
C4 -0.399 -1.386 -0.230
C5 -0.367 1.114 0.032
C6 1.339 -0.100 -1.363
H1 -0.568 1.146 2.190
H2 -1.432 -3.395 -0.488
H3 1.800 -1.070 -1.572
H4 1.535 -1.199 1.149
H5 2.127 0.647 -1.214
H6 -1.008 1.215 -0.853
H7 -1.959 0.426 1.356
H8 0.357 1.937 0.006
H9 0.742 0.180 -2.239
H10 -1.721 2.180 1.329

The multiplicity is 1. The calculation puts the LUMO energy at 0.0354 Ha. For the HOMO-LUMO gap, the calculation gives 0.408 Ha. As for the total charge: 0.

What are the Löwdin partial charges on each atom? They are as follows, in elementary charge units:
1 O -0.011
2 C -0.601
3 C 0.139
4 C -0.094
5 C -0.071
6 C -0.198
7 C -0.027
8 H 0.074
9 H 0.030
10 H 0.086
11 H 0.104
12 H 0.090
13 H 0.122
14 H 0.075
15 H 0.120
16 H 0.090
17 H 0.072

=====

# 5
ORCA calculation (ωB97M-V/def2-TZVPD) on a molecular structure, C4H27O10.

CARTESIAN COORDINATES (ANGSTROEM)
O1 -10.537 16.913 9.847
O2 -8.276 19.192 7.550
O3 -11.335 18.460 7.075
O4 -10.269 20.360 5.718
O5 -10.254 19.724 8.307
O6 -8.317 16.586 6.852
O7 -11.846 21.057 7.070
O8 -11.955 16.752 7.944
O9 -9.601 18.280 6.016
O10 -13.062 16.242 6.136
C1 -13.020 17.230 8.804
C2 -13.023 18.721 9.122
C3 -9.934 17.582 4.826
C4 -13.321 16.409 10.095
H1 -11.180 16.853 9.141
H2 -10.743 20.411 4.889
H3 -11.749 17.740 7.555
H4 -11.214 20.579 6.532
H5 -12.624 16.574 10.917
H6 -13.153 19.363 8.251
H7 -11.004 17.380 4.778
H8 -10.573 18.232 6.536
H9 -10.217 19.262 9.145
H10 -8.766 17.219 6.291
H11 -9.047 19.169 8.118
H12 -12.085 19.026 9.586
H13 -9.729 19.573 5.638
H14 -9.387 16.659 4.634
H15 -11.388 21.859 7.321
H16 -13.752 19.039 9.868
H17 -8.486 18.588 6.837
H18 -9.733 18.258 3.994
H19 -13.370 15.419 6.516
H20 -13.948 17.208 8.232
H21 -10.520 20.614 8.536
H22 -14.325 16.496 10.509
H23 -13.146 15.355 9.878
H24 -10.954 19.068 7.713
H25 -8.867 15.804 6.820
H26 -12.733 16.743 6.883
H27 -10.807 16.244 10.475

The multiplicity is 1. The calculation puts the LUMO energy at 0.1146 Ha. For the HOMO-LUMO gap, the calculation gives 0.314 Ha. As for the total charge: -1.

What are the Löwdin partial charges on each atom? They are as follows, in elementary charge units:
1 O -0.052
2 O -0.073
3 O 0.141
4 O 0.029
5 O 0.078
6 O -0.068
7 O -0.074
8 O -0.153
9 O -0.297
10 O -0.078
11 C -0.415
12 C -0.045
13 C -0.076
14 C -0.057
15 H -0.077
16 H 0.096
17 H -0.214
18 H -0.145
19 H 0.056
20 H 0.081
21 H 0.094
22 H -0.174
23 H 0.120
24 H -0.099
25 H -0.075
26 H 0.066
27 H -0.038
28 H 0.092
29 H 0.035
30 H 0.085
31 H -0.048
32 H 0.085
33 H 0.022
34 H 0.129
35 H 0.134
36 H 0.071
37 H 0.077
38 H -0.169
39 H 0.033
40 H -0.115
41 H 0.019

=====

Calculated DFT total energy (Ha), listed in the same order as above: -418.43725 -1543.68453 -779.72558 -309.78948 -920.62679
Calculated energy relative to the best compared isomer or geometry (same formula, charge and spin) (kcal per mole), listed in the same order as above: 14.88 3.59 55.42 33.19 295.74